Version P
Formula: C4H9FS
Source: OMol25
Level of theory: the ωB97M-V functional and the def2-TZVPD basis

```
15
Properties=species:S:1:pos:R:3
C -1.93 -0.28 0.00
C 0.80 -0.11 -0.20
C 2.19 -0.60 -0.03
C 0.61 1.32 0.41
H -2.00 0.26 -0.93
H -2.89 -0.76 0.23
H -1.81 0.50 0.84
H 0.71 0.02 -1.31
H 2.96 0.11 -0.47
H 2.59 -0.87 0.92
H 2.33 -1.55 -0.67
H 0.39 1.31 1.55
H 1.50 1.98 0.11
F -0.56 1.88 -0.27
S -0.55 -1.25 0.07
```

Summary:
HOMO-LUMO gap (hartree): 0.3401
Lowest unoccupied orbital energy (eV): 0.97
E_HOMO (eV): -8.288
Total charge: 0

Here are the natural (NBO) charges for atoms 1 to 8, given in e: atom 1 (C): -0.8023, atom 2 (C): -0.4200, atom 3 (C): -0.6176, atom 4 (C): 0.0359, atom 5 (H): 0.2242, atom 6 (H): 0.2474, atom 7 (H): 0.2213, atom 8 (H): 0.2194

---

Version Q
Formula: C4H9FS
Source: OMol25
Level of theory: the ωB97M-V functional and the def2-TZVPD basis

```
15
Properties=species:S:1:pos:R:3
C -2.76 1.53 0.48
C 0.11 -0.23 1.13
C 1.37 -0.71 0.40
C 1.78 0.00 -0.91
H -3.33 1.50 -0.51
H -2.09 2.50 0.43
H -3.41 1.18 1.37
H 0.15 0.86 1.45
H -0.30 -0.75 1.98
H 2.34 -0.91 1.12
H 1.05 -1.79 0.20
H 2.07 0.99 -0.68
H 0.83 0.19 -1.45
F 2.77 -0.56 -1.52
S -1.58 -0.14 0.20
```

Summary:
HOMO-LUMO gap (hartree): 0.3437
Lowest unoccupied orbital energy (eV): 0.74
E_HOMO (eV): -8.609
Total charge: 0

Here are the natural (NBO) charges for atoms 1 to 8, given in e: atom 1 (C): -0.6633, atom 2 (C): -0.4824, atom 3 (C): -0.4639, atom 4 (C): 0.0619, atom 5 (H): 0.2282, atom 6 (H): 0.2356, atom 7 (H): 0.2387, atom 8 (H): 0.2067

---

Version R
Formula: C4H9FS
Source: OMol25
Level of theory: the ωB97M-V functional and the def2-TZVPD basis

```
15
Properties=species:S:1:pos:R:3
C -1.30 1.04 -0.15
C -0.24 -0.05 -0.42
C 1.15 0.57 -0.12
C -0.45 -1.29 0.37
H -1.00 1.89 0.51
H -2.18 0.59 0.41
H -1.61 1.42 -1.09
H -0.33 -0.24 -1.52
H 1.26 0.97 0.86
H 1.35 1.55 -0.70
H 2.93 -0.53 0.90
H -0.99 -1.22 1.40
H 0.39 -2.01 0.31
F -1.43 -1.92 -0.45
S 2.45 -0.77 -0.29
```

Summary:
HOMO-LUMO gap (hartree): 0.3687
Lowest unoccupied orbital energy (eV): 0.84
E_HOMO (eV): -9.196
Total charge: 0

Here are the natural (NBO) charges for atoms 1 to 8, given in e: atom 1 (C): -0.6047, atom 2 (C): -0.2970, atom 3 (C): -0.4821, atom 4 (C): 0.0336, atom 5 (H): 0.2064, atom 6 (H): 0.2173, atom 7 (H): 0.2160, atom 8 (H): 0.2331

---

Relative energies, kcal/mol: version P 4.9; version Q 35.2; version R 0.0.

---

Version P
Formula: H10O5
Source: OMol25
Level of theory: the ωB97M-V functional and the def2-TZVPD basis

```
15
Properties=species:S:1:pos:R:3
O -29.80 -5.45 10.31
H -29.33 -4.75 10.77
H -29.96 -5.09 9.42
O -27.23 -4.16 7.17
H -28.03 -4.56 7.55
H -26.61 -4.88 7.06
O -29.42 -8.28 11.20
H -29.42 -7.32 11.01
H -29.12 -8.35 12.11
O -32.17 -5.52 11.79
H -31.49 -5.85 11.16
H -31.80 -5.70 12.66
O -29.87 -5.14 6.95
H -29.83 -6.09 7.14
H -29.96 -5.08 6.00
```

Summary:
HOMO-LUMO gap (hartree): 0.4090
Lowest unoccupied orbital energy (eV): 0.18
E_HOMO (eV): -10.947
Total charge: 0

Here are the natural (NBO) charges for atoms 1 to 8, given in e: atom 1 (O): -0.9719, atom 2 (H): 0.4908, atom 3 (H): 0.4982, atom 4 (O): -0.9514, atom 5 (H): 0.4798, atom 6 (H): 0.4630, atom 7 (O): -0.9535, atom 8 (H): 0.4834

---

Version Q
Formula: H10O5
Source: OMol25
Level of theory: the ωB97M-V functional and the def2-TZVPD basis

```
15
Properties=species:S:1:pos:R:3
O -2.06 0.54 2.12
H -2.65 0.80 2.83
H -2.49 -0.21 1.69
O 0.42 -2.09 -0.93
H 0.93 -1.39 -0.49
H 0.12 -1.65 -1.74
O 2.13 -0.37 0.64
H 2.35 -1.14 1.18
H 2.95 0.13 0.57
O -0.09 1.35 0.09
H 0.59 0.72 0.37
H -0.69 1.43 0.84
O -0.20 0.48 -2.61
H -1.14 0.40 -2.79
H -0.16 0.99 -1.78
```

Summary:
HOMO-LUMO gap (hartree): 0.4033
Lowest unoccupied orbital energy (eV): 0.43
E_HOMO (eV): -10.548
Total charge: 0

Here are the natural (NBO) charges for atoms 1 to 8, given in e: atom 1 (O): -0.9559, atom 2 (H): 0.4781, atom 3 (H): 0.4833, atom 4 (O): -0.9727, atom 5 (H): 0.4743, atom 6 (H): 0.4857, atom 7 (O): -0.9656, atom 8 (H): 0.4934

---

Version R
Formula: H10O5
Source: OMol25
Level of theory: the ωB97M-V functional and the def2-TZVPD basis

```
15
Properties=species:S:1:pos:R:3
O 0.17 0.19 -0.09
H -0.28 0.08 0.71
H -0.40 0.16 -0.80
O 2.17 2.05 -0.67
H 1.59 1.46 -0.34
H 2.21 2.72 0.06
O -1.35 -0.78 -2.27
H -1.76 0.12 -2.17
H -1.75 -1.35 -1.67
O 1.07 -2.43 0.30
H 1.51 -2.81 -0.57
H 0.96 -1.54 -0.01
O -1.46 0.57 2.18
H -1.19 0.00 3.02
H -1.49 1.54 2.32
```

Summary:
HOMO-LUMO gap (hartree): 0.4058
Lowest unoccupied orbital energy (eV): 0.20
E_HOMO (eV): -10.841
Total charge: 0

Here are the natural (NBO) charges for atoms 1 to 8, given in e: atom 1 (O): -0.9797, atom 2 (H): 0.4989, atom 3 (H): 0.4794, atom 4 (O): -0.9377, atom 5 (H): 0.4747, atom 6 (H): 0.4531, atom 7 (O): -0.9334, atom 8 (H): 0.4724

---

Relative energies, kcal/mol: version P 9.4; version Q 0.0; version R 26.1.

---

Version P
Formula: H10O5
Source: OMol25
Level of theory: the ωB97M-V functional and the def2-TZVPD basis

```
15
Properties=species:S:1:pos:R:3
O 1.45 -2.27 2.10
O 0.12 -0.10 1.20
O -0.72 2.58 -0.17
O 0.72 0.97 -1.63
O -1.24 -0.96 -1.36
H 1.36 -2.48 3.04
H 0.90 0.12 0.68
H -1.52 2.20 -0.57
H 0.51 1.43 -2.44
H -1.33 -0.91 -0.39
H 0.96 -1.43 2.08
H -0.50 0.61 0.98
H 0.02 2.10 -0.62
H 0.45 0.07 -1.42
H -1.20 -1.92 -1.46
```

Summary:
HOMO-LUMO gap (hartree): 0.4203
Lowest unoccupied orbital energy (eV): 0.37
E_HOMO (eV): -11.064
Total charge: 0

Here are the natural (NBO) charges for atoms 1 to 8, given in e: atom 1 (O): -0.9580, atom 2 (O): -0.9787, atom 3 (O): -0.9851, atom 4 (O): -1.0072, atom 5 (O): -0.9558, atom 6 (H): 0.4601, atom 7 (H): 0.4858, atom 8 (H): 0.4606

---

Version Q
Formula: H10O5
Source: OMol25
Level of theory: the ωB97M-V functional and the def2-TZVPD basis

```
15
Properties=species:S:1:pos:R:3
O 21.29 13.34 5.21
H 21.94 13.50 5.89
H 21.47 12.43 4.96
O 19.74 12.84 2.75
H 20.19 12.91 3.62
H 20.38 13.08 2.08
O 21.70 10.76 4.74
H 20.81 10.52 4.90
H 21.64 10.63 3.78
O 18.91 14.70 5.48
H 19.77 14.34 5.65
H 18.26 14.12 5.88
O 23.27 9.53 6.76
H 23.29 8.71 6.25
H 22.97 10.23 6.19
```

Summary:
HOMO-LUMO gap (hartree): 0.3969
Lowest unoccupied orbital energy (eV): 0.05
E_HOMO (eV): -10.749
Total charge: 0

Here are the natural (NBO) charges for atoms 1 to 8, given in e: atom 1 (O): -0.9902, atom 2 (H): 0.4847, atom 3 (H): 0.4858, atom 4 (O): -0.9505, atom 5 (H): 0.4786, atom 6 (H): 0.4679, atom 7 (O): -0.9403, atom 8 (H): 0.4871

---

Version R
Formula: H10O5
Source: OMol25
Level of theory: the ωB97M-V functional and the def2-TZVPD basis

```
15
Properties=species:S:1:pos:R:3
O 6.53 19.31 -1.71
H 6.91 18.45 -1.87
H 6.82 19.53 -0.82
O 7.48 19.78 0.28
H 7.56 18.99 0.80
H 8.39 20.01 0.06
O 7.60 17.55 -1.51
H 8.35 17.85 -1.00
H 7.88 17.62 -2.42
O 7.60 20.56 -2.96
H 7.33 20.09 -2.16
H 7.00 20.25 -3.63
O 5.39 20.79 -1.92
H 5.98 20.06 -1.78
H 5.81 21.53 -1.49
```

Summary:
HOMO-LUMO gap (hartree): 0.2693
Lowest unoccupied orbital energy (eV): -0.70
E_HOMO (eV): -8.031
Total charge: 0

Here are the natural (NBO) charges for atoms 1 to 8, given in e: atom 1 (O): -0.8471, atom 2 (H): 0.4625, atom 3 (H): 0.4627, atom 4 (O): -0.8653, atom 5 (H): 0.4921, atom 6 (H): 0.4955, atom 7 (O): -0.8463, atom 8 (H): 0.4861

---

Relative energies, kcal/mol: version P 0.0; version Q 3.2; version R 209.8.

---

Version P
Formula: C4H2BrNS
Source: OMol25
Level of theory: the ωB97M-V functional and the def2-TZVPD basis

```
9
Properties=species:S:1:pos:R:3
C 0.95 1.39 -0.76
C -0.44 -1.36 -0.57
C -1.40 -0.59 0.08
C -0.20 -0.32 0.80
N 0.41 -1.56 0.55
S 0.68 1.27 0.84
Br -2.86 0.45 -0.35
H 1.44 2.34 -0.97
H 1.41 -1.61 0.39
```

Summary:
HOMO-LUMO gap (hartree): 0.3122
Lowest unoccupied orbital energy (eV): -0.60
E_HOMO (eV): -9.096
Total charge: 0

Here are the natural (NBO) charges for atoms 1 to 8, given in e: atom 1 (C): -0.4647, atom 2 (C): 0.1474, atom 3 (C): -0.2874, atom 4 (C): 0.0461, atom 5 (N): -0.6004, atom 6 (S): 0.4428, atom 7 (Br): 0.1562, atom 8 (H): 0.1665

---

Version Q
Formula: C4H2BrNS
Source: OMol25
Level of theory: the ωB97M-V functional and the def2-TZVPD basis

```
9
Properties=species:S:1:pos:R:3
C 0.15 0.26 -0.99
C 1.77 0.02 0.93
C 2.56 -0.99 0.38
C 1.22 -1.51 0.40
N 0.81 -0.81 1.55
S 0.10 -1.35 -1.08
Br 3.92 -1.13 -0.86
H -0.44 0.77 -1.75
H -0.15 -0.47 1.62
```

Summary:
HOMO-LUMO gap (hartree): 0.2990
Lowest unoccupied orbital energy (eV): -0.60
E_HOMO (eV): -8.734
Total charge: 0

Here are the natural (NBO) charges for atoms 1 to 8, given in e: atom 1 (C): -0.4687, atom 2 (C): 0.1811, atom 3 (C): -0.3013, atom 4 (C): 0.0289, atom 5 (N): -0.5948, atom 6 (S): 0.4345, atom 7 (Br): 0.1433, atom 8 (H): 0.1840

---

Relative energies, kcal/mol: version P 0.0; version Q 5.2.

---

Version P
Formula: C7H14O
Source: OMol25
Level of theory: the ωB97M-V functional and the def2-TZVPD basis

```
22
Properties=species:S:1:pos:R:3
C -0.71 0.44 -2.41
C -1.32 -0.81 -1.80
C -2.00 -0.54 -0.45
C -1.07 -0.21 0.68
C 0.10 -0.80 0.94
C 0.97 -0.46 2.07
C 1.13 0.76 2.56
H -1.46 1.23 -2.54
H -0.27 0.25 -3.39
H 0.08 0.86 -1.79
H -0.55 -1.57 -1.66
H -2.07 -1.21 -2.49
H -2.58 -1.42 -0.18
H -2.72 0.27 -0.56
H -1.40 0.55 1.39
H 0.45 -1.61 0.30
H 1.53 -1.29 2.49
H 0.65 1.64 2.15
H 1.78 0.93 3.41
H 2.02 0.77 0.05
H 3.25 1.50 -0.54
O 2.38 1.13 -0.77
```

Summary:
HOMO-LUMO gap (hartree): 0.3637
Lowest unoccupied orbital energy (eV): 0.94
E_HOMO (eV): -8.956
Total charge: 0

Here are the natural (NBO) charges for atoms 1 to 8, given in e: atom 1 (C): -0.6165, atom 2 (C): -0.3850, atom 3 (C): -0.4418, atom 4 (C): -0.1273, atom 5 (C): -0.2725, atom 6 (C): -0.2143, atom 7 (C): -0.4030, atom 8 (H): 0.1956

---

Version Q
Formula: C7H14O
Source: OMol25
Level of theory: the ωB97M-V functional and the def2-TZVPD basis

```
22
Properties=species:S:1:pos:R:3
C -1.64 0.86 0.89
C 1.67 0.21 0.56
C -1.71 -0.61 1.15
C 2.15 -0.28 1.92
O -1.04 1.68 1.55
H 0.92 1.02 0.69
H -2.40 1.19 0.16
H 1.23 -0.60 -0.01
H 2.51 0.60 -0.02
H -2.72 -0.89 1.45
H -1.51 -1.13 0.21
H -1.00 -0.90 1.92
H 2.72 0.49 2.43
H 1.31 -0.54 2.55
H 2.78 -1.17 1.82
C -0.47 0.96 -2.51
C -0.50 -0.48 -2.37
C -0.50 -1.68 -2.36
H -1.41 1.32 -2.90
H 0.32 1.25 -3.21
H -0.26 1.43 -1.55
H -0.47 -2.73 -2.37
```

Summary:
HOMO-LUMO gap (hartree): 0.4001
Lowest unoccupied orbital energy (eV): 0.95
E_HOMO (eV): -9.941
Total charge: 0

Here are the natural (NBO) charges for atoms 1 to 8, given in e: atom 1 (C): 0.4466, atom 2 (C): -0.6251, atom 3 (C): -0.7344, atom 4 (C): -0.6000, atom 5 (O): -0.5290, atom 6 (H): 0.2171, atom 7 (H): 0.0998, atom 8 (H): 0.2031

---

Relative energies, kcal/mol: version P 0.0; version Q 33.5.